Model one:
Density functional theory data (ωB97M-V/def2-TZVPD) for one molecule with the formula C4H5N3S.

```
! wB97M-V def2-TZVPD RIJCOSX def2/J DEFGRID3
* xyz 0 1
C 1.63 1.39 -0.16
C 0.69 0.21 -0.05
N 0.43 -0.35 1.05
C -0.35 -1.50 1.15
N -1.52 -1.73 0.72
N -2.25 -0.75 0.10
C -1.77 -0.16 -0.91
S -0.10 -0.38 -1.57
H 2.04 1.65 0.82
H 1.07 2.23 -0.53
H 2.43 1.18 -0.88
H 0.08 -2.32 1.72
H -2.38 0.53 -1.46
*
```

**HOMO**: -9.4 eV
**Structure (SMILES)**: CC1=NC=NN=CS1
**LUMO level**: 0.018 hartree
**Molecular weight**: 127.172 u
**Gap between HOMO and LUMO**: 0.364 hartree

Model two:
Density functional theory data (ωB97M-V/def2-TZVPD) for one molecule with the formula C4H5N3S.

```
! wB97M-V def2-TZVPD RIJCOSX def2/J DEFGRID3
* xyz 0 1
N -1.78 1.63 0.02
C -1.47 0.34 0.00
S -2.57 -0.90 -0.01
C 0.00 0.09 0.00
N 0.84 1.06 -0.02
N 2.17 0.55 0.00
C 2.09 -0.74 -0.01
C 0.68 -1.23 0.02
H -1.04 2.32 -0.02
H -2.76 1.91 -0.01
H 2.99 -1.36 -0.04
H 0.39 -1.86 -0.84
H 0.45 -1.81 0.91
*
```

**HOMO**: -8.8 eV
**Structure (SMILES)**: NC(=S)C1=NN=CC1
**LUMO level**: -0.024 hartree
**Molecular weight**: 127.172 u
**Gap between HOMO and LUMO**: 0.300 hartree

Going by the computed energies, the most stable comes first: model two, model one.

Model one:
Density functional theory data (ωB97M-V/def2-TZVPD) for one molecule with the formula C4H5N3S.

```
! wB97M-V def2-TZVPD RIJCOSX def2/J DEFGRID3
* xyz 0 1
N -0.54 -1.61 1.93
C -0.21 -0.75 0.84
C 1.08 -0.82 0.23
N 1.38 0.23 -0.64
C 0.38 0.82 -1.23
S 0.47 1.45 -2.83
C -0.79 0.84 -0.59
N -1.03 0.22 0.53
H -1.23 -1.31 2.53
H 0.30 -1.86 2.51
H 2.16 -1.40 0.24
H -0.49 2.47 -2.82
H -1.50 1.72 -0.71
*
```

**HOMO**: -8.4 eV
**Structure (SMILES)**: Nc1cnc(S)cn1
**LUMO level**: 0.011 hartree
**Molecular weight**: 127.172 u
**Gap between HOMO and LUMO**: 0.318 hartree

Model two:
Density functional theory data (ωB97M-V/def2-TZVPD) for one molecule with the formula C4H5N3S.

```
! wB97M-V def2-TZVPD RIJCOSX def2/J DEFGRID3
* xyz 0 1
N -3.33 -0.26 0.00
C -1.91 -0.14 0.00
C -0.88 -1.02 0.00
C 0.33 -0.25 0.00
N 1.58 -0.82 0.00
S 2.90 0.07 0.00
C -0.04 1.10 0.00
N -1.37 1.14 0.00
H -3.66 -0.73 0.81
H -3.63 -0.77 -0.80
H -0.94 -2.10 -0.02
H 0.59 1.99 -0.01
H -1.97 1.95 -0.01
*
```

**HOMO**: -7.9 eV
**Structure (SMILES)**: Nc1cc(N=S)c[nH]1
**LUMO level**: -0.034 hartree
**Molecular weight**: 127.172 u
**Gap between HOMO and LUMO**: 0.256 hartree

Going by the computed energies, the most stable comes first: model two, model one.